{
  "formula": "C26H57BaN11O2",
  "method": "ωB97M-V/def2-TZVPD",
  "e_tot_ha": -1802.81226,
  "total_charge": 2,
  "homo_lumo_gap_ev": 8.802,
  "species": ["Ba", "C", "N", "C", "C", "N", "C", "C", "N", "C", "C", "N", "C", "N", "C", "C", "N", "C", "C", "C", "C", "N", "C", "N", "C", "C", "N", "C", "C", "N", "C", "C", "H", "H", "H", "H", "H", "H", "H", "H", "H", "H", "H", "H", "H", "H", "H", "H", "H", "H", "H", "H", "H", "H", "H", "H", "H", "H", "H", "H", "H", "H", "H", "H", "H", "H", "H", "H", "H", "H", "H", "H", "H", "H", "H", "H", "H", "H", "H", "H", "O", "C", "O", "C", "N", "C", "C", "C", "H", "H", "H", "H", "H", "H", "H", "H", "H"],
  "coordinates": [[0.1168, 0.1895, 0.0532], [4.7694, -1.6854, 2.6438], [5.0352, -1.0062, 1.3933], [6.4333, -0.9539, 1.0113], [4.0319, -0.5927, 0.5562], [2.9440, 0.0060, 0.9347], [2.9277, 0.6263, 2.2506], [1.8660, 0.0263, 3.1626], [0.5074, 0.2624, 2.6578], [-0.3795, -0.8718, 2.9714], [-0.1884, -2.0693, 2.0038], [-1.0553, -2.0066, 0.8319], [-1.9728, -2.9182, 0.6663], [-2.5304, -3.0723, -0.5700], [-3.9531, -3.3292, -0.7244], [-1.9100, -2.4735, -1.7264], [-2.4127, -3.7901, 1.6282], [-2.7190, -3.3851, 2.9860], [-2.7559, -5.1662, 1.3197], [-0.0094, 1.5955, 3.0311], [-0.2820, 2.5193, 1.8292], [-1.4177, 2.0571, 1.0495], [-2.4935, 2.7836, 0.9939], [-2.7501, 3.9346, 1.7280], [-2.9667, 5.1964, 1.0454], [-2.5848, 4.0057, 3.1620], [-3.4754, 2.4203, 0.1228], [-4.8648, 2.8231, 0.2836], [-3.2607, 1.2793, -0.7371], [4.2654, -0.8015, -0.7814], [3.5038, -0.0752, -1.7667], [4.7266, -2.0991, -1.2386], [5.2934, -2.6459, 2.6529], [3.7039, -1.8857, 2.7406], [5.1074, -1.1100, 3.5106], [7.0025, -0.4976, 1.8247], [6.5529, -0.3463, 0.1187], [6.8515, -1.9480, 0.8254], [2.6999, 1.6919, 2.1150], [3.9017, 0.5855, 2.7462], [1.9624, 0.4232, 4.1824], [2.0135, -1.0539, 3.2276], [-1.4085, -0.5207, 2.8815], [-0.2287, -1.1937, 4.0096], [-0.3022, -3.0084, 2.5461], [0.8514, -2.0575, 1.6494], [-4.4085, -3.5568, 0.2340], [-4.1265, -4.1649, -1.4054], [-4.4482, -2.4419, -1.1329], [-0.8254, -2.5609, -1.6647], [-2.1735, -1.4121, -1.8385], [-2.2555, -2.9998, -2.6175], [-2.6271, -2.3070, 3.0884], [-2.0704, -3.8754, 3.7177], [-3.7524, -3.6584, 3.2190], [-2.4545, -5.4051, 0.3041], [-3.8264, -5.3593, 1.4309], [-2.2213, -5.8274, 2.0057], [0.7106, 2.0843, 3.6933], [-0.9375, 1.4787, 3.5956], [0.6163, 2.5365, 1.1946], [-0.4010, 3.5469, 2.1697], [-3.1719, 5.0174, -0.0076], [-2.0856, 5.8430, 1.1214], [-3.8178, 5.7269, 1.4815], [-2.5106, 3.0018, 3.5745], [-3.4716, 4.4781, 3.5947], [-1.7129, 4.5890, 3.4778], [-4.9460, 3.6834, 0.9334], [-5.4538, 2.0081, 0.7162], [-5.2882, 3.0786, -0.6882], [-2.3411, 1.4000, -1.3104], [-4.0978, 1.1997, -1.4278], [-3.2022, 0.3482, -0.1571], [3.2970, 0.9307, -1.4047], [2.5584, -0.5753, -2.0187], [4.1028, -0.0066, -2.6778], [5.2127, -2.6408, -0.4335], [5.4380, -1.9781, -2.0565], [3.8811, -2.7003, -1.5978], [-0.1823, 1.5855, -2.1386], [0.0179, 0.7616, -3.0427], [0.3606, -0.4335, -2.9068], [-0.1779, 1.2519, -4.5023], [0.3364, 0.1483, -5.3814], [1.6472, 0.6131, -5.9400], [1.4088, 2.0985, -6.1415], [0.6346, 2.5004, -4.8851], [-1.2463, 1.3706, -4.6845], [-0.3150, -0.0747, -6.1308], [0.4384, -0.6634, -4.7304], [1.8893, 0.0476, -6.8371], [2.4000, 0.4219, -5.1743], [0.8160, 2.2683, -7.0413], [2.3415, 2.6453, -6.2540], [-0.0123, 3.3571, -5.0563], [1.3081, 2.7584, -4.0682]],
  "mulliken_charge": [1.866, -0.950, 0.199, -1.168, 0.416, 0.044, -1.186, -1.271, -0.066, -0.437, -1.360, 0.071, 0.093, 0.097, -1.134, -0.846, 0.282, -0.895, -1.174, -0.526, -1.387, 0.093, -0.235, 0.414, -1.137, -1.046, 0.152, -1.124, -0.976, 0.117, -1.118, -1.062, 0.385, 0.154, 0.302, 0.391, 0.341, 0.363, 0.522, 0.503, 0.375, 0.456, 0.525, 0.243, 0.374, 0.535, 0.411, 0.317, 0.339, 0.245, 0.134, 0.383, 0.172, 0.323, 0.380, 0.346, 0.373, 0.385, 0.476, 0.453, 0.419, 0.509, 0.356, 0.318, 0.362, 0.282, 0.336, 0.354, 0.392, 0.346, 0.332, 0.268, 0.372, 0.321, 0.373, 0.299, 0.378, 0.402, 0.302, 0.295, -0.891, 0.602, -0.877, -0.013, -0.055, -0.429, -0.674, -0.671, 0.443, 0.400, 0.242, 0.436, 0.121, 0.298, 0.369, 0.423, 0.309]
}